C5H12N2O2 | ωB97M-V/def2-TZVPD

The HOMO-LUMO gap comes out at 10.339 eV. Its HOMO energy is -9.67 eV. The calculation puts the LUMO energy at 0.67 eV. As for the total energy: -457.54849 Eh. As for the total charge: 0. Its energy above the lowest of the compared OMol25 structures with the same formula, charge and spin is 526.2 kJ/mol.

CARTESIAN COORDINATES (ANGSTROEM)
H1 -1.422 1.238 2.051
H2 2.286 0.110 -1.217
C1 -0.377 0.979 -1.386
H3 2.225 -0.497 0.347
H4 -0.580 -1.723 0.102
H5 1.419 1.563 1.575
C2 1.093 1.881 0.534
H6 0.502 2.727 0.673
C3 0.440 0.653 -0.205
C4 1.587 -0.360 -0.499
N1 -0.586 -0.102 0.560
O1 -0.718 -2.677 -0.315
O2 -1.857 -4.380 0.277
H7 -1.496 0.824 -1.202
H8 2.119 2.174 0.153
H9 -2.134 -0.590 1.747
C5 -1.353 0.180 1.484
N2 -1.808 -3.157 0.283
H10 1.258 -1.293 -0.884
H11 -0.220 0.405 -2.370
H12 -0.377 2.045 -1.709

C36H72O36 | ωB97M-V/def2-TZVPD

The HOMO-LUMO gap comes out at 10.748 eV. Its HOMO energy is -10.39 eV. The calculation puts the LUMO energy at 0.36 eV. As for the total energy: -4123.56600 Eh. As for the total charge: 0. Its energy above the lowest of the compared OMol25 structures with the same formula, charge and spin is 133.9 kJ/mol.

CARTESIAN COORDINATES (ANGSTROEM)
C1 2.198 -4.699 12.165
C2 5.121 -5.193 10.024
O1 0.655 -9.403 6.010
O2 0.748 -11.135 10.646
C3 3.767 -5.169 6.519
O3 2.302 -5.328 13.456
H1 3.491 -12.460 6.411
H2 1.626 -10.179 8.932
H3 4.325 -13.214 10.094
H4 -0.055 -10.727 8.790
H5 3.817 -10.529 9.168
H6 5.552 -10.027 9.229
C4 10.943 -7.972 8.303
O4 4.117 -0.151 8.703
H7 5.561 -4.794 9.112
H8 4.486 -13.559 13.671
C5 4.434 -13.633 1.800
O5 3.617 -16.314 8.181
H9 7.265 -8.041 14.206
C6 2.694 -0.162 8.669
O6 4.933 -12.986 2.979
C7 0.696 -10.330 9.473
O7 5.751 -2.469 11.578
O8 4.918 -14.734 8.853
O9 6.650 -9.982 13.649
H10 5.413 -6.519 15.485
C8 4.582 -12.405 6.377
H11 2.775 -3.777 12.146
C9 4.348 -13.194 4.159
O10 4.286 -1.988 7.348
H12 4.705 -10.154 10.676
H13 5.995 -8.114 12.917
H14 2.340 0.538 7.912
H15 1.163 -11.207 5.181
H16 1.158 -4.430 11.999
C10 5.871 -5.647 5.508
H17 5.076 -4.896 16.042
H18 4.950 -13.282 6.912
H19 7.633 -4.499 14.030
H20 -0.719 -5.457 6.258
H21 4.302 -4.570 10.374
H22 4.918 -11.512 6.898
C11 8.362 -11.108 8.970
C12 7.368 -3.698 13.340
O11 3.523 -14.023 4.392
O12 3.437 -5.811 15.197
O13 3.685 -15.755 10.380
C13 8.338 -11.872 11.216
H23 5.835 -12.878 9.233
H24 7.824 -7.327 8.182
C14 1.647 -10.383 5.697
H25 2.498 -5.474 11.462
O14 7.531 -10.573 8.097
O15 2.015 -7.924 7.015
H26 8.826 -11.049 11.738
C15 5.394 -10.415 13.482
H27 3.492 0.072 13.112
C16 2.433 -17.054 8.330
O16 4.510 -6.417 9.640
H28 2.395 0.220 9.645
H29 0.809 -14.823 10.755
C17 1.144 -14.411 11.705
H30 1.951 -17.208 7.365
H31 4.417 -6.155 16.970
C18 3.534 -5.537 13.924
O17 6.952 -6.360 5.822
H32 3.348 -1.161 11.913
C19 5.499 -2.461 12.749
O18 9.536 -11.286 8.781
H33 13.167 -9.825 6.994
H34 7.473 -3.994 12.302
H35 3.208 -5.939 5.993
O19 4.448 -9.873 12.989
O20 11.464 -6.934 8.644
H36 5.847 -5.212 10.833
H37 8.199 -11.486 6.390
H38 8.443 -7.548 9.801
H39 3.502 -4.228 6.038
C20 4.982 -7.605 9.925
H40 7.536 -1.922 7.396
H41 2.208 -1.120 8.505
H42 7.044 -10.218 6.099
O21 4.549 -5.453 13.276
H43 4.758 -13.059 0.941
H44 4.763 -14.666 1.889
C21 12.944 -8.976 7.637
H45 7.683 -6.239 3.818
C22 4.307 -12.520 13.422
C23 0.998 -8.187 6.445
H46 0.397 -9.343 9.815
O22 0.047 -7.363 6.007
H47 7.891 -7.779 4.679
H48 4.740 -0.079 11.893
H49 13.134 -8.050 7.096
C24 8.713 -7.222 8.799
O23 6.022 -1.100 8.427
H50 1.636 -16.564 8.895
O24 11.566 -9.091 7.959
O25 4.744 -1.573 13.389
C25 0.230 -5.987 6.234
O26 6.046 -7.848 10.436
H51 2.289 -9.962 4.919
H52 9.105 -12.608 10.970
H53 7.560 -2.376 9.028
O27 0.881 -12.992 11.678
H54 2.606 -18.030 8.783
C26 4.075 -15.662 9.237
C27 5.253 -13.650 9.719
H55 2.219 -14.595 11.727
H56 0.625 -5.820 7.244
C28 7.897 -10.491 6.717
H57 8.673 -9.732 6.643
H58 2.201 -10.634 6.596
C29 6.855 -2.201 8.215
H59 3.431 -5.139 7.551
O28 9.640 -8.147 8.244
C30 4.547 -9.878 9.631
C31 4.742 -1.147 8.084
O29 5.160 -5.479 6.601
H60 8.884 -6.437 5.051
H61 0.707 -14.775 12.627
H62 6.415 -3.146 7.905
O30 5.415 -11.705 13.856
C32 4.648 -5.898 15.941
C33 7.855 -6.695 4.791
O31 4.124 -8.525 9.518
H63 13.606 -9.021 8.501
O32 6.083 -3.206 13.696
H64 7.555 -12.341 11.807
H65 0.935 -5.502 5.559
C34 4.078 -0.648 12.544
H66 3.388 -12.168 13.887
C35 6.855 -8.603 13.364
H67 3.342 -13.624 1.809
O33 7.656 -11.414 10.055
C36 1.307 -12.332 10.602
O34 4.913 -12.341 5.002
O35 2.025 -12.727 9.711
H68 7.675 -8.495 12.648
O36 5.521 -5.271 4.414
H69 9.073 -6.196 8.799
H70 4.265 -12.350 12.346
H71 8.179 -2.998 13.571
H72 5.716 -14.108 10.595